# 1
C8H14N2O6 | ωB97M-V with the def2-TZVPD basis set

Each line ends with the Löwdin charge.
CARTESIAN COORDINATES (ANGSTROEM)
N  1.609  -2.100  -1.439  0.057
C  1.861  -1.870  -0.042  -0.262
C  2.989  -0.786  0.229  -0.162
O  2.803  0.317  -0.623  -0.060
C  0.582  -1.548  0.779  -0.422
O  0.711  -1.334  1.977  0.075
N  -0.582  -1.430  0.078  0.091
C  -1.564  -0.532  0.664  -0.241
C  -1.075  0.874  0.798  -0.116
C  -0.539  1.517  -0.531  -0.053
C  0.171  2.859  -0.146  -0.483
O  -0.347  3.919  -0.013  0.128
O  1.549  2.743  0.063  0.055
C  -2.825  -0.691  -0.168  -0.468
O  -3.485  0.283  -0.509  0.113
O  -3.097  -1.916  -0.578  0.145
H  1.612  -1.247  -1.974  0.074
H  2.264  -2.727  -1.820  0.068
H  2.230  -2.799  0.380  0.148
H  3.993  -1.267  0.122  0.137
H  2.841  -0.463  1.266  0.120
H  3.517  0.459  -1.205  0.089
H  -0.471  -1.479  -0.932  0.134
H  -1.780  -0.929  1.657  0.169
H  -0.309  0.899  1.618  0.139
H  -1.891  1.514  1.132  0.132
H  0.132  0.808  -0.990  0.084
H  -1.391  1.645  -1.219  0.128
H  1.753  1.778  -0.125  0.069
H  -2.360  -2.510  -0.396  0.112

max |F|	0.059	Eh/bohr
structure (SMILES)	N[C@@H](CO)C(=O)N[C@@H](CCC(=O)O)C(=O)O
HOMO	-10.119	eV
gap between HOMO and LUMO	10.1162	eV
charge	0
calculated total energy	-23789.1062	eV
spin multiplicity	1
energy above the lowest of the compared OMol25 structures with the same formula, charge and spin	0.976	eV

***

# 2
C4H3FN3O2 | ωB97M-V with the def2-TZVPD basis set

Each line ends with the Löwdin charge.
CARTESIAN COORDINATES (ANGSTROEM)
C  0.233  -0.852  -0.248  -0.228
H  1.170  0.780  0.801  0.145
F  -2.238  -1.676  0.305  -0.210
C  0.445  0.611  -0.008  -0.246
H  -1.369  -1.391  -0.081  0.000
C  1.057  -1.746  0.490  -0.327
N  1.738  -2.491  1.075  0.063
N  -0.838  1.285  0.604  -0.381
O  -1.662  1.760  -0.143  0.062
O  -0.883  1.315  1.814  0.059
C  0.845  1.423  -1.176  -0.176
N  1.228  2.016  -2.091  0.140
H  0.274  -1.034  -1.342  0.098

max |F|	0.030	Eh/bohr
HOMO	-4.744	eV
gap between HOMO and LUMO	8.2905	eV
charge	-1
calculated total energy	-15477.4942	eV
spin multiplicity	1
energy above the lowest of the compared OMol25 structures with the same formula, charge and spin	2.876	eV

***

# 3
C4H6NO2S | ωB97M-V with the def2-TZVPD basis set

Each line ends with the Löwdin charge.
CARTESIAN COORDINATES (ANGSTROEM)
O  0.185  1.082  -2.052  -0.079
C  -0.162  0.409  -0.989  -0.540
N  1.042  -0.281  -0.341  0.107
C  2.175  -0.256  -1.063  -0.385
O  2.370  -0.361  -2.278  -0.013
C  -1.167  0.714  -0.026  -0.013
C  -1.880  -0.319  1.056  -0.833
S  -1.115  -0.405  2.645  0.151
H  1.058  -0.083  0.698  0.112
H  3.011  -0.336  -0.372  0.111
H  -1.171  -0.241  -1.035  0.191
H  -1.869  1.562  -0.102  0.117
H  -1.718  -1.331  0.607  0.023
H  -3.007  -0.174  1.045  0.050

max |F|	0.138	Eh/bohr
HOMO	-3.419	eV
gap between HOMO and LUMO	6.6488	eV
charge	-1
calculated total energy	-20662.9436	eV
spin multiplicity	1
energy above the lowest of the compared OMol25 structures with the same formula, charge and spin	4.204	eV

***

# 4
C4H14NO3S2 | ωB97M-V with the def2-TZVPD basis set

Each line ends with the Löwdin charge.
CARTESIAN COORDINATES (ANGSTROEM)
N  0.515  -1.681  0.192  0.118
C  0.978  -0.404  0.707  -0.430
C  1.805  0.609  -0.209  -0.292
O  2.341  1.495  0.348  0.098
C  -0.068  0.276  1.362  -0.464
S  -1.449  0.612  0.145  0.543
S  -0.604  1.895  -1.178  0.512
C  -0.505  3.526  -0.472  -0.427
H  1.192  -2.266  -0.304  0.162
H  -0.289  -1.571  -0.522  0.113
H  0.155  -2.347  0.983  0.127
H  1.755  -0.825  1.499  0.204
H  1.921  0.272  -1.249  0.122
H  -0.555  -0.470  2.062  0.107
H  0.190  1.299  1.825  0.131
H  0.265  4.038  -1.024  0.043
H  -1.425  4.019  -0.507  0.006
H  -0.479  3.593  0.682  0.089
H  -1.458  -2.652  -2.436  0.059
H  -1.413  -3.930  -1.687  0.064
O  -0.920  -3.109  -1.786  -0.041
H  -0.283  -3.784  2.566  0.155
H  1.365  -4.262  2.168  0.162
O  0.459  -3.825  1.788  -0.162

max |F|	0.107	Eh/bohr
HOMO	-12.180	eV
gap between HOMO and LUMO	8.8320	eV
charge	+1
calculated total energy	-33670.1934	eV
spin multiplicity	1
energy above the lowest of the compared OMol25 structures with the same formula, charge and spin	0.000	eV

***

# 5
CH2N2S3 | ωB97M-V with the def2-TZVPD basis set

Each line ends with the Löwdin charge.
CARTESIAN COORDINATES (ANGSTROEM)
C  -1.107  -0.541  -0.046  -0.648
N  -0.031  -1.112  -0.441  -0.033
N  1.442  -0.516  -0.107  -0.453
S  1.437  0.884  0.920  0.420
S  0.006  2.108  0.087  0.106
S  -1.684  0.987  0.663  0.471
H  -2.042  -1.096  -0.066  0.045
H  1.979  -0.713  -1.011  0.093

max |F|	0.068	Eh/bohr
structure (SMILES)	c1n[nH]sss1
HOMO	-8.821	eV
gap between HOMO and LUMO	8.7128	eV
charge	0
calculated total energy	-36552.9167	eV
spin multiplicity	1
energy above the lowest of the compared OMol25 structures with the same formula, charge and spin	0.544	eV

***

# 6
C4H8N2O | ωB97M-V with the def2-TZVPD basis set

Each line ends with the Löwdin charge.
CARTESIAN COORDINATES (ANGSTROEM)
C  2.625  0.673  -0.388  -0.016
C  1.257  0.055  -0.514  -0.438
O  0.656  -0.081  -1.547  0.102
C  0.753  -0.359  0.829  -0.192
N  0.747  -0.564  1.973  0.160
H  3.257  0.049  0.250  0.092
H  3.069  0.803  -1.375  0.088
H  2.523  1.645  0.109  0.099
C  -2.375  0.201  0.072  -0.173
N  -1.492  -0.955  0.095  -0.082
H  -2.207  0.759  -0.855  0.072
H  -2.117  0.861  0.908  0.072
H  -3.446  -0.038  0.145  0.066
H  -1.684  -1.588  -0.672  0.080
H  -1.565  -1.461  0.971  0.068

max |F|	0.022	Eh/bohr
structure (SMILES)	CC(=O)C#N.CN
HOMO	-9.172	eV
gap between HOMO and LUMO	9.3598	eV
charge	0
calculated total energy	-9304.1209	eV
spin multiplicity	1
energy above the lowest of the compared OMol25 structures with the same formula, charge and spin	2.272	eV

***

# 7
C8H6O4 | ωB97M-V with the def2-TZVPD basis set

Each line ends with the Löwdin charge.
CARTESIAN COORDINATES (ANGSTROEM)
O  2.377  0.350  2.643  0.075
C  1.734  -0.440  2.020  -0.135
C  0.776  0.077  0.872  -0.065
C  0.895  1.396  0.568  -0.041
C  0.188  2.039  -0.400  0.028
C  -0.623  1.205  -1.103  -0.230
O  -1.357  1.770  -2.144  -0.004
C  -0.807  -0.142  -0.917  -0.232
O  -1.721  -0.817  -1.672  0.024
C  -0.038  -0.795  0.027  -0.118
C  -0.120  -2.151  0.201  -0.195
O  0.381  -2.894  1.096  -0.004
H  1.521  -1.319  2.203  0.019
H  1.710  1.926  1.364  0.194
H  0.209  3.036  -0.415  0.093
H  -2.107  1.176  -2.687  0.211
H  -2.278  -1.432  -1.034  0.180
H  -0.739  -2.985  -0.623  0.198

max |F|	0.194	Eh/bohr
structure (SMILES)	O=Cc1ccc(O)c(O)c1C=O
HOMO	-9.224	eV
gap between HOMO and LUMO	8.0807	eV
charge	0
calculated total energy	-16578.9052	eV
spin multiplicity	1
energy above the lowest of the compared OMol25 structures with the same formula, charge and spin	4.700	eV

***

# 8
C20H50BaNO9 | ωB97M-V with the def2-TZVPD basis set

Each line ends with the Löwdin charge.
CARTESIAN COORDINATES (ANGSTROEM)
Ba  3.248  1.607  -0.212  1.989
O  -1.020  0.736  -2.048  0.110
C  0.234  0.732  -1.502  -0.795
O  1.023  -0.143  -1.921  -0.053
O  0.565  1.533  -0.601  -0.201
H  -1.215  1.495  -1.451  0.139
C  -3.644  -2.084  -4.826  -0.072
C  -2.963  -1.349  -3.669  -0.338
O  -2.973  0.051  -3.732  -0.093
H  -3.569  -3.144  -4.562  0.072
H  -3.048  -2.013  -5.735  0.065
H  -4.720  -1.927  -4.870  0.074
H  -1.930  -1.672  -3.515  0.086
H  -3.533  -1.565  -2.755  0.109
H  -2.326  0.417  -3.118  0.018
C  0.673  -1.385  -5.312  -0.070
C  1.045  -2.591  -4.475  -0.274
O  0.332  -2.413  -3.240  -0.129
H  1.457  -1.274  -6.070  0.072
H  0.790  -0.447  -4.767  0.057
H  -0.315  -1.481  -5.755  0.080
H  2.105  -2.574  -4.195  0.091
H  0.803  -3.559  -4.908  0.116
H  0.568  -1.530  -2.910  0.005
C  2.683  1.971  -5.593  -0.062
C  2.317  2.259  -4.151  -0.283
O  3.231  1.550  -3.287  -0.206
H  2.052  2.498  -6.306  0.089
H  2.594  0.903  -5.798  0.063
H  3.738  2.235  -5.676  0.083
H  1.274  1.984  -3.986  0.111
H  2.546  3.283  -3.858  0.115
H  2.951  0.634  -3.141  0.022
C  6.093  -2.318  -2.716  -0.086
C  5.203  -1.818  -1.628  -0.282
O  4.029  -1.220  -2.257  -0.132
H  7.043  -2.654  -2.290  0.084
H  6.464  -1.509  -3.351  0.084
H  5.675  -3.063  -3.389  0.088
H  5.760  -1.114  -1.009  0.105
H  4.740  -2.640  -1.081  0.120
H  3.343  -1.894  -2.230  0.073
C  0.995  -1.155  2.211  -0.063
C  2.116  -1.692  1.292  -0.277
O  3.083  -0.683  1.097  -0.301
H  0.524  -0.283  1.749  0.054
H  1.433  -0.744  3.123  0.083
H  0.215  -1.896  2.377  0.090
H  1.662  -2.036  0.363  0.124
H  2.497  -2.560  1.833  0.126
H  3.690  -0.769  1.842  0.101
C  -0.181  2.316  5.579  -0.038
C  -1.482  2.206  4.790  -0.489
C  -1.016  2.102  3.317  -0.141
C  -2.152  1.552  2.430  -0.164
C  -2.507  0.134  2.880  -0.116
C  -2.983  0.095  4.345  -0.476
N  -2.205  1.004  5.211  -0.144
O  -2.744  1.139  6.501  0.007
C  -4.523  0.393  4.382  -0.025
C  -2.689  -1.284  4.997  -0.033
C  -2.445  3.445  4.927  -0.020
H  0.643  2.851  5.103  0.074
H  0.156  1.307  5.815  0.088
H  -0.324  2.884  6.501  0.083
H  -0.736  3.068  2.897  0.116
H  -0.132  1.460  3.332  0.092
H  -1.862  1.464  1.381  0.095
H  -2.967  2.273  2.491  0.109
H  -1.641  -0.500  2.711  0.092
H  -3.431  -0.093  2.349  0.117
H  -5.191  -0.199  3.756  0.089
H  -4.940  0.213  5.376  0.079
H  -4.695  1.444  4.141  0.075
H  -3.209  -1.346  5.954  0.076
H  -3.026  -2.158  4.435  0.082
H  -1.634  -1.394  5.245  0.080
H  -3.401  3.271  4.435  0.067
H  -1.967  4.341  4.521  0.081
H  -2.643  3.825  5.932  0.079
H  -3.614  1.496  6.271  0.082

max |F|	0.079	Eh/bohr
HOMO	-9.930	eV
gap between HOMO and LUMO	5.5189	eV
charge	+1
calculated total energy	-42155.1720	eV
spin multiplicity	1
energy above the lowest of the compared OMol25 structures with the same formula, charge and spin	2.107	eV